A molecular structure, C26H22ClGaN2OPS5 at a distorted geometry, computed with the ωB97M-V functional and the def2-TZVPD basis.

```
59
Properties=species:S:1:pos:R:3:lowdin_charge:R:1
Ga -5.445 -13.564 -12.682 -0.1806
S -0.971 -17.491 -16.043 0.6135
C -1.919 -16.466 -15.243 -1.4998
S -2.085 -16.454 -13.521 0.9033
C -3.252 -15.096 -13.429 -1.0761
C -3.588 -14.507 -14.569 -1.1289
S -4.731 -13.201 -14.750 0.6878
S -2.880 -15.185 -16.030 0.8954
S -3.759 -14.601 -11.811 0.6801
Cl -6.331 -13.819 -9.375 0.7371
C -6.510 -15.491 -9.708 -0.6494
C -6.079 -16.521 -8.846 -0.0533
C -6.227 -17.870 -9.196 -0.0423
C -6.982 -18.199 -10.287 -0.0589
C -7.325 -17.243 -11.249 -0.0651
C -7.120 -15.906 -10.950 -0.3714
P -7.423 -14.675 -12.228 1.0192
C -8.970 -13.774 -11.771 -0.3528
C -10.026 -14.503 -11.293 -0.1096
C -11.192 -13.928 -10.849 -0.0288
C -11.224 -12.520 -10.922 -0.0492
C -10.180 -11.772 -11.453 -0.0817
C -9.034 -12.395 -11.813 -0.1107
C -7.782 -15.551 -13.755 -0.3429
C -6.702 -16.085 -14.489 -0.1267
C -6.872 -16.580 -15.745 -0.0558
C -8.121 -16.497 -16.390 -0.0322
C -9.212 -15.968 -15.692 -0.0672
C -9.046 -15.424 -14.423 -0.0490
H -5.564 -16.187 -7.981 0.1013
H -6.127 -18.568 -8.440 0.0958
H -7.260 -19.230 -10.455 0.1175
H -7.824 -17.681 -12.107 0.1214
H -9.919 -15.568 -11.301 0.1098
H -11.983 -14.523 -10.445 0.1106
H -12.082 -11.978 -10.545 0.1097
H -10.359 -10.687 -11.730 0.1391
H -8.141 -11.923 -12.265 0.0934
H -5.733 -16.279 -14.043 0.1061
H -6.107 -17.167 -16.156 0.1014
H -8.242 -16.741 -17.445 0.1164
H -10.109 -15.671 -16.251 0.1182
H -9.904 -14.986 -13.911 0.1030
N -5.618 -11.750 -11.968 0.1519
C -5.226 -10.759 -11.522 -0.1190
N -4.945 -9.527 -11.156 -0.0510
C -5.178 -9.015 -9.837 -0.1047
C -3.913 -9.016 -9.050 -0.2055
O -2.945 -8.265 -9.675 -0.0937
C -2.604 -8.759 -10.950 -0.1410
C -3.865 -8.858 -11.899 -0.0429
H -5.960 -9.556 -9.279 0.1516
H -5.642 -8.072 -9.909 0.1287
H -3.461 -9.958 -8.871 0.1242
H -4.033 -8.619 -8.047 0.1436
H -2.131 -9.755 -10.891 0.1377
H -1.936 -8.097 -11.394 0.1102
H -3.712 -9.345 -12.848 0.1365
H -4.152 -7.835 -12.002 0.1259
```

Properties
HOMO level ... -9.827 eV
Charge ... +1
Energy above the lowest of the compared OMol25 structures with the same formula, charge and spin ... 7.6 kJ/mol
Calculated total energy ... -160704.5867 eV
Largest force on an atom ... 0.0628 Eh/bohr
LUMO level ... -2.62 eV